Molecular formula: C3H2O3Yb
Method: DFT, the ωB97M-V functional and the def2-TZVPD basis

* E_HOMO (alpha / beta): -5.96 / -8.71 eV
* E: -1499.79497 Ha
* frontier orbital gap (alpha / beta): 0.21620 / 0.27446 Eh
* M: 259.1 g mol⁻¹
* ⟨S²⟩: 2.023
* ΔE to the lowest compared entry with this formula, charge and spin: 0.000 eV
* multiplicity: 3

Last column: Mulliken spin population.
Geometry (Å):
C  -1.4608  1.4373  -0.1131  0.01
C  2.2748  1.0299  1.2929  0.01
O  -2.5259  -0.3806  -1.3171  0.15
C  -2.0642  0.2027  -0.1666  0.36
Yb  -0.6067  -0.5885  -2.2427  1.06
H  -2.1893  -0.3646  0.7709  0.02
O  2.4188  0.2836  0.4417  -0.01
O  -0.6627  1.8908  0.8121  0.40
H  -1.6955  2.1128  -0.9770  0.00

Force components x, y, z for each atom (eV/Å):
C 2.40 3.18 1.03
C 0.26 -1.07 -1.20
O 0.61 1.63 2.64
C -1.85 -2.97 -0.95
Yb 0.61 -0.13 -0.55
H 0.21 0.10 -0.40
O -0.30 1.09 1.21
O -2.23 -1.49 -2.03
H 0.30 -0.34 0.26